[1]
Molecular formula: C5H12NO
Method: DFT, wB97M-V/def2-TZVPD

Bonds (Å) are listed after each position.
Geometry (Å):
1 C 2.83156 -0.30558 -0.23734  C2 1.513, H8 1.092, H9 1.094, H10 1.085
2 C 1.61450 0.59249 -0.28439  C1 1.513, N3 1.474, H11 1.092, H12 1.106
3 N 0.31271 -0.03739 0.00015  C2 1.474, C4 1.439, C5 1.456
4 C 0.26726 -0.47010 1.37182  N3 1.439, H13 1.090, H14 1.085, H15 1.105
5 C -0.78604 0.81648 -0.42758  N3 1.456, C6 1.527, H16 1.089, H17 1.100
6 C -1.98035 -0.05054 -0.82145  C5 1.527, O7 1.379, H18 1.098, H19 1.094
7 O -2.56068 -0.66252 0.26972  C6 1.379
8 H 3.77961 0.23600 -0.25515  C1 1.092
9 H 2.85683 -0.73903 0.76645  C1 1.094
10 H 2.84516 -1.02826 -1.04672  C1 1.085
11 H 1.57199 1.14632 -1.22440  C2 1.092
12 H 1.71772 1.39920 0.46508  C2 1.106
13 H -0.67516 -0.93937 1.65392  C4 1.090
14 H 1.05599 -1.17437 1.61418  C4 1.085
15 H 0.33510 0.39147 2.06090  C4 1.105
16 H -0.44230 1.36258 -1.30456  C5 1.089
17 H -1.08278 1.59390 0.29184  C5 1.100
18 H -2.70875 0.57186 -1.35824  C6 1.098
19 H -1.67641 -0.81722 -1.54025  C6 1.094

Calculated values
Expectation value of S²: 0.75
Spin multiplicity: 2
ΔE to the lowest compared entry with this formula, charge and spin in kcal per mole: 19.14
Energy in eV: -8914.357
HOMO energy (alpha / beta) in eV: -8.577 / -8.569

[2]
Molecular formula: C5H12NO
Method: DFT, wB97M-V/def2-TZVPD

Bonds (Å) are listed after each position.
Geometry (Å):
1 C -1.64898 -1.55906 0.60495  C2 1.523, H7 1.056, H8 1.155, H9 1.111
2 C -0.64187 -0.94690 -0.35899  C1 1.523, C3 1.538, H10 1.138, H11 1.059
3 C 0.68728 -0.61941 0.34184  C2 1.538, C4 1.342, N6 1.339
4 C 1.61152 -1.54176 0.65358  C3 1.342, H12 1.071, H13 1.180
5 C -0.32383 1.71953 0.65057  N6 1.593, H14 1.095, H15 1.082
6 N 0.85802 0.65371 0.71958  C3 1.339, C5 1.593, H16 0.995
7 H -1.87985 -0.85810 1.35977  C1 1.056
8 H -1.39896 -2.51104 1.20902  C1 1.155
9 H -2.62982 -1.82816 0.15696  C1 1.111
10 H -1.12310 0.00022 -0.76645  C2 1.138
11 H -0.44144 -1.51046 -1.23274  C2 1.059
12 H 1.66417 -2.51031 0.19845  C4 1.071
13 H 2.50205 -1.27172 1.37864  C4 1.180
14 H -1.08868 1.50421 1.40402  C5 1.095
15 H 0.32750 2.57366 0.77723  C5 1.082
16 H 1.63597 0.92209 1.27881  N6 0.995
17 H -0.54399 2.61819 -2.15810  O19 0.930
18 H 0.41772 1.81039 -1.46376  O19 1.050
19 O -0.19406 1.77134 -2.31632  H17 0.930, H18 1.050

Calculated values
Expectation value of S²: 0.76
Spin multiplicity: 2
ΔE to the lowest compared entry with this formula, charge and spin in kcal per mole: 47.64
Energy in eV: -8913.121
HOMO energy (alpha / beta) in eV: -7.874 / -7.958

[3]
Molecular formula: C5H12NO
Method: DFT, wB97M-V/def2-TZVPD

Bonds (Å) are listed after each position.
Geometry (Å):
1 C -1.18526 -1.81175 -2.09929  C2 1.492, H5 1.093, H6 1.093, H7 1.089
2 C -1.03967 -0.89285 -0.93264  C1 1.492, C3 1.329, H8 1.078
3 C -2.07570 -0.28934 -0.35936  C2 1.329, N4 1.482, H9 1.075
4 N -1.82767 0.40193 0.92748  C3 1.482, H10 1.044, H11 1.018, H12 1.014
5 H -2.20134 -1.80818 -2.50101  C1 1.093
6 H -0.46566 -1.63300 -2.90177  C1 1.093
7 H -0.97101 -2.79496 -1.68313  C1 1.089
8 H -0.06730 -0.87456 -0.46764  C2 1.078
9 H -3.04331 -0.21871 -0.82282  C3 1.075
10 H -0.79282 0.53916 0.96139  N4 1.044
11 H -2.26763 1.31727 0.86326  N4 1.018
12 H -2.20453 -0.14533 1.69331  N4 1.014
13 O 0.82266 0.73888 1.15986  C14 1.296
14 C 2.06331 0.43083 0.94357  O13 1.296, C15 1.511, H16 1.109
15 C 3.10628 1.32487 0.31472  C14 1.511, H17 1.102, H18 1.102, H19 1.088
16 H 2.41613 -0.51098 1.41186  C14 1.109
17 H 3.26987 1.04687 -0.73911  C15 1.102
18 H 4.01536 1.20776 0.92574  C15 1.102
19 H 2.84328 2.38002 0.29746  C15 1.088

Calculated values
Expectation value of S²: 0.75
Spin multiplicity: 2
ΔE to the lowest compared entry with this formula, charge and spin in kcal per mole: 47.42
Energy in eV: -8913.131
HOMO energy (alpha / beta) in eV: -3.595 / -7.325